No. 1
Molecular formula: C37H31N9OPRuSSe2
Method: DFT, wB97M-V/def2-TZVPD

Geometry as XYZ:
```
83
Properties=species:S:1:pos:R:3:mulliken_spin:R:1
Ru 0.066 0.072 1.299 0.79
Se 0.155 0.295 3.810 -0.02
P 2.301 0.212 3.550 0.00
Se 2.398 0.118 1.328 0.17
C 3.155 1.658 4.178 0.00
C 3.819 2.559 3.354 0.00
C 4.476 3.645 3.916 0.00
C 4.464 3.826 5.290 0.00
C 3.798 2.925 6.113 0.00
C 3.146 1.837 5.563 0.00
C 3.091 -1.221 4.278 0.00
C 2.363 -2.155 5.007 0.00
C 3.024 -3.228 5.590 0.00
C 4.394 -3.367 5.436 0.00
C 5.120 -2.434 4.700 0.00
C 4.473 -1.357 4.124 0.00
H 3.831 2.421 2.280 -0.01
H 4.999 4.345 3.279 0.00
H 4.980 4.671 5.727 0.00
H 3.792 3.069 7.185 0.00
H 2.633 1.134 6.209 0.00
H 1.293 -2.042 5.122 0.00
H 2.465 -3.952 6.168 0.00
H 4.906 -4.202 5.896 0.00
H 6.190 -2.544 4.588 0.00
H 5.044 -0.621 3.569 0.00
C -1.598 -4.889 -0.223 0.00
N -1.297 -3.711 0.593 0.01
C -0.204 -2.960 0.609 0.02
N -0.397 -1.938 1.440 0.02
C -1.670 -2.136 1.909 0.00
N -2.241 -3.194 1.406 -0.01
C -1.815 -4.560 -1.687 0.00
C -1.540 -5.557 -2.616 0.00
C -1.707 -5.323 -3.973 0.00
C -2.106 -4.076 -4.414 0.00
C -2.374 -3.065 -3.490 0.00
C -2.261 -3.316 -2.123 0.00
C -2.653 -1.728 -4.028 0.00
N -2.446 -1.353 -5.243 0.00
N -2.675 0.010 -5.285 0.00
C -3.003 0.367 -4.092 0.00
O -3.026 -0.690 -3.230 0.00
C -3.233 1.739 -3.632 0.00
C -3.311 2.744 -4.598 0.00
C -3.445 4.062 -4.209 0.00
C -3.479 4.392 -2.859 0.00
C -3.402 3.399 -1.893 0.00
C -3.409 3.776 -0.427 0.00
N -2.186 3.311 0.236 0.00
C -1.979 2.124 0.776 0.00
N -0.691 2.000 1.084 0.03
C -0.152 3.193 0.706 0.00
N -1.030 4.002 0.170 0.00
C -3.297 2.065 -2.283 0.00
H -2.473 -5.339 0.242 0.00
H -0.768 -5.587 -0.124 0.00
H 0.684 -3.152 0.031 0.00
H -2.145 -1.511 2.649 0.00
H -1.195 -6.527 -2.279 0.00
H -1.504 -6.111 -4.686 0.00
H -2.208 -3.868 -5.471 0.00
H -2.484 -2.528 -1.417 0.00
H -3.264 2.476 -5.645 0.00
H -3.518 4.841 -4.955 0.00
H -3.567 5.429 -2.560 0.00
H -4.247 3.329 0.109 0.00
H -3.453 4.854 -0.295 0.00
H -2.756 1.389 0.919 0.00
H 0.889 3.441 0.831 0.00
H -3.239 1.271 -1.548 0.00
S -0.526 -0.278 -1.019 -0.01
C 0.203 0.574 -2.343 0.00
N 0.570 -0.177 -3.407 0.00
C 0.998 0.325 -4.584 0.00
C 1.124 1.678 -4.736 0.00
C 0.789 2.499 -3.657 0.00
C 0.328 1.956 -2.474 0.00
H 0.453 -1.181 -3.315 0.00
H 1.211 -0.395 -5.360 0.00
H 1.458 2.083 -5.678 0.00
H 0.866 3.574 -3.757 0.00
H 0.026 2.586 -1.651 0.00
```

The spin multiplicity is 2. Its HOMO energy (spin up / spin down) is -13.1 / -13.1 eV. The energy relative to the best compared isomer or geometry (same formula, charge and spin) comes out at 18.1 kcal per mole. Its charge is +2. The HOMO-LUMO gap (spin up / spin down) is 6.423 / 6.520 eV. The energy is -207718.116 eV. For the largest force on an atom, the calculation gives 0.7 eV Å⁻¹.

***

No. 2
Molecular formula: C13H18Cl4N2O4V
Method: DFT, wB97M-V/def2-TZVPD

Geometry as XYZ:
```
42
Properties=species:S:1:pos:R:3:mulliken_spin:R:1
V -0.384 0.395 1.104 2.00
Cl -5.584 4.538 0.449 0.00
C -4.218 3.683 1.036 -0.01
C -3.645 4.045 2.255 0.01
Cl -4.293 5.341 3.177 0.00
C -2.530 3.351 2.736 -0.02
Cl -1.770 3.738 4.227 0.00
C -2.029 2.329 1.971 0.02
O -0.931 1.547 2.243 -0.06
C -2.589 1.951 0.752 0.01
O -1.946 0.937 0.143 0.03
C -3.693 2.631 0.276 0.00
Cl -4.368 2.165 -1.235 0.00
C 0.074 -4.583 -0.285 0.00
N 0.169 -3.254 0.326 0.00
C -0.417 -3.087 1.657 0.02
C 0.534 -2.170 -0.347 0.00
O 0.196 -1.014 0.132 -0.02
N 1.179 -2.200 -1.506 0.00
C 1.248 -0.986 -2.323 0.00
C 2.104 -3.252 -1.922 0.00
H -0.769 -5.099 0.166 0.00
H 0.970 -5.178 -0.114 0.00
H -0.119 -4.497 -1.352 0.00
H -0.512 -4.067 2.115 0.00
H -1.404 -2.626 1.600 0.00
H 0.232 -2.487 2.294 0.00
H 0.368 -0.369 -2.174 0.00
H 1.295 -1.291 -3.367 0.00
H 2.143 -0.410 -2.081 0.00
H 2.137 -4.070 -1.209 0.00
H 3.104 -2.822 -1.989 0.00
H 1.821 -3.633 -2.902 0.00
C 3.008 2.539 -1.427 0.00
C 2.761 1.945 -0.061 0.00
O 1.349 1.750 0.184 0.01
H 4.074 2.527 -1.655 0.00
H 2.674 3.577 -1.469 0.00
H 2.480 1.978 -2.199 0.00
H 3.172 2.584 0.722 0.00
H 3.215 0.960 0.039 0.00
H 0.892 2.583 0.013 0.00
```

The spin multiplicity is 3. Its HOMO energy (spin up / spin down) is -10.6 / -10.7 eV. Its charge is +1. The HOMO-LUMO gap (spin up / spin down) is 7.001 / 7.296 eV. The energy is -100715.485 eV. For the largest force on an atom, the calculation gives 3.1 eV Å⁻¹.

***

No. 3
Molecular formula: C5H7NO
Method: DFT, wB97M-V/def2-TZVPD

Geometry as XYZ:
```
14
Properties=species:S:1:pos:R:3:mulliken_charge:R:1
N -0.819 2.139 1.203 -0.59
C 0.044 1.486 0.632 0.66
O -1.173 -0.296 -0.182 -0.41
C -0.328 -1.123 0.669 -0.50
C 0.865 -0.658 -0.157 -0.01
C -0.196 -0.531 -1.260 -0.47
C 1.103 0.800 0.223 -0.84
H -1.708 2.305 0.743 0.28
H -0.633 -2.162 0.513 0.28
H -0.321 -0.874 1.735 0.27
H 1.759 -1.282 -0.264 0.43
H -0.561 -1.426 -1.764 0.28
H -0.005 0.271 -1.986 0.31
H 1.973 1.352 -0.105 0.33
```

The spin multiplicity is 1. Its HOMO energy is -8.3 eV. The energy relative to the best compared isomer or geometry (same formula, charge and spin) comes out at 82.7 kcal per mole. The HOMO-LUMO gap is 9.313 eV. The energy is -8832.615 eV. For the largest force on an atom, the calculation gives 1.0 eV Å⁻¹.

***

No. 4
Molecular formula: H2N2O2
Method: DFT, wB97M-V/def2-TZVPD

Geometry as XYZ:
```
6
Properties=species:S:1:pos:R:3:mulliken_charge:R:1
N -0.986 -0.215 -0.104 -0.42
O 0.196 0.498 0.012 -0.20
N 1.397 -0.463 -0.001 0.37
O 2.401 0.122 0.050 -0.25
H -1.442 -0.239 0.806 0.25
H -1.566 0.298 -0.763 0.26
```

The spin multiplicity is 1. Its HOMO energy is -9.6 eV. The energy relative to the best compared isomer or geometry (same formula, charge and spin) comes out at 53.6 kcal per mole. The structure (SMILES) is NON=O. The HOMO-LUMO gap is 9.615 eV. The energy is -7103.254 eV. For the largest force on an atom, the calculation gives 1.9 eV Å⁻¹.

***

No. 5
Molecular formula: C4H6NO2
Method: DFT, wB97M-V/def2-TZVPD

Geometry as XYZ:
```
13
Properties=species:S:1:pos:R:3:mulliken_spin:R:1
C 0.728 1.146 -0.794 -0.02
C 1.773 0.628 0.106 0.48
C 1.572 -0.469 0.863 0.12
C -1.908 -1.096 0.219 -0.02
N -0.641 -0.443 0.157 0.79
O 1.578 -1.357 1.638 0.27
O -0.506 0.473 -0.766 0.17
H 0.633 2.233 -0.513 0.08
H 1.037 1.262 -1.840 0.07
H 2.468 1.429 0.182 -0.01
H -1.650 -2.051 0.427 0.01
H -2.506 -1.205 -0.656 0.01
H -2.578 -0.549 0.977 0.05
```

The spin multiplicity is 3. Its HOMO energy (spin up / spin down) is -13.5 / -15.3 eV. The energy relative to the best compared isomer or geometry (same formula, charge and spin) comes out at 27.0 kcal per mole. Its charge is +1. The HOMO-LUMO gap (spin up / spin down) is 8.400 / 6.900 eV. The energy is -9816.894 eV. For the largest force on an atom, the calculation gives 5.8 eV Å⁻¹.

***

No. 6
Molecular formula: C25H33BCsF10N9OSSbTe
Method: DFT, wB97M-V/def2-TZVPD

Geometry as XYZ:
```
83
Properties=species:S:1:pos:R:3:mulliken_spin:R:1
Cs -0.454 -0.447 -1.337 -0.01
N -3.671 -0.550 -0.212 0.00
N -3.152 0.224 0.845 0.00
C -3.047 -0.250 2.091 0.00
N -2.188 0.408 2.900 0.00
S -3.937 -1.576 2.627 0.00
H -4.479 -0.068 -0.593 0.00
H -4.010 -1.405 0.229 0.00
H -2.606 1.023 0.551 0.00
H -1.424 0.930 2.491 0.00
H -1.962 -0.066 3.758 0.00
C 1.885 -3.512 -0.916 0.00
N 1.577 -2.292 -0.186 0.00
C 2.014 -2.237 1.015 0.00
C 1.772 -1.205 1.979 0.00
C 2.147 -1.325 3.327 0.00
C 1.661 -0.177 3.960 0.00
C 1.030 0.566 2.956 0.00
N 1.075 -0.045 1.756 0.00
C 1.384 -4.776 -0.259 0.00
C 2.199 -5.897 -0.143 0.00
C 1.727 -7.065 0.442 0.00
C 0.430 -7.122 0.924 0.00
C -0.390 -6.007 0.816 0.00
C 0.082 -4.844 0.231 0.00
H 2.972 -3.605 -1.063 0.00
H 1.440 -3.443 -1.913 0.00
H 2.614 -3.072 1.412 0.00
H 2.687 -2.153 3.764 0.00
H 1.759 0.106 4.998 0.00
H 0.604 1.561 3.039 0.00
H 3.217 -5.849 -0.513 0.00
H 2.382 -7.925 0.525 0.00
H 0.057 -8.029 1.386 0.00
H -1.406 -6.037 1.190 0.00
H -0.561 -3.976 0.156 0.00
C 1.709 4.213 -2.042 0.00
N 1.287 4.418 -0.674 0.00
C 1.192 3.393 0.235 -0.01
N 1.878 2.244 -0.023 0.00
O 0.561 3.544 1.293 0.01
H 1.913 5.185 -2.495 0.00
H 0.956 3.703 -2.650 0.00
H 2.638 3.642 -2.085 0.00
H 0.491 5.033 -0.566 0.00
H 2.214 2.047 -0.954 0.00
H 1.642 1.449 0.577 0.00
Te -2.363 4.170 1.356 1.00
C -2.156 4.197 3.450 -0.03
C -1.226 5.028 4.073 0.02
C -1.107 5.037 5.455 -0.02
C -1.930 4.234 6.234 0.04
C -2.860 3.408 5.622 -0.01
C -2.962 3.377 4.239 -0.02
H -0.586 5.659 3.470 0.00
H -0.367 5.676 5.923 0.00
H -1.834 4.247 7.314 0.00
H -3.497 2.762 6.215 0.00
H -3.658 2.696 3.768 -0.01
C 0.992 1.986 -4.980 0.00
C 1.839 1.041 -4.203 0.00
N 2.887 1.362 -3.472 0.00
C 3.342 0.184 -2.934 0.00
C 2.566 -0.859 -3.348 0.00
N 1.609 -0.297 -4.155 0.00
H 0.085 2.263 -4.441 0.00
H 0.693 1.546 -5.933 0.00
H 1.567 2.889 -5.178 0.00
H 4.191 0.147 -2.270 0.00
H 2.573 -1.914 -3.138 0.00
H 0.843 -0.793 -4.597 0.00
F -1.806 2.924 -3.625 0.00
B -1.904 3.136 -2.247 -0.01
F -1.450 4.424 -1.926 0.01
F -3.228 2.976 -1.805 0.00
F -1.102 2.155 -1.576 0.00
F -1.296 -2.490 -2.559 0.00
Sb -1.325 -3.241 -4.331 0.00
F 0.586 -3.323 -4.211 0.00
F -1.472 -4.974 -3.602 0.00
F -1.304 -3.902 -6.097 0.00
F -3.200 -3.020 -4.388 0.00
F -1.047 -1.445 -4.953 0.00
```

The spin multiplicity is 2. Its HOMO energy (spin up / spin down) is -2.7 / -2.7 eV. The energy relative to the best compared isomer or geometry (same formula, charge and spin) comes out at 0.0 kcal per mole. Its charge is -2. The HOMO-LUMO gap (spin up / spin down) is 6.442 / 5.654 eV. The energy is -95000.532 eV. For the largest force on an atom, the calculation gives 1.7 eV Å⁻¹.